Entry 1:
{
  "formula": "C2H6N",
  "method": "the ωB97M-V functional and the def2-TZVPD basis",
  "spin_multiplicity": 1,
  "smiles": "C1C[NH2+]1",
  "homo_energy_ha": -0.669,
  "mol_weight_g_mol": 44.1,
  "total_charge": 1,
  "homo_lumo_gap_ev": 14.39,
  "relative_energy_kcal_mol": 31.6,
  "elements": ["C", "C", "N", "H", "H", "H", "H", "H", "H"],
  "positions_angstrom": [[-0.016, -0.761, -0.215], [0.057, 0.576, -0.701], [0.010, 0.347, 0.739], [-0.785, -1.611, -0.104], [0.827, -1.408, -0.192], [0.921, 1.000, -1.006], [-0.922, 1.082, -1.192], [-0.865, 0.374, 1.347], [0.773, 0.400, 1.324]],
  "forces_ev_per_angstrom": [[-0.370, -4.349, 0.485], [-5.945, 1.420, -1.604], [-4.020, -0.805, 1.718], [-0.086, 2.464, -0.620], [1.459, 0.376, -0.077], [2.803, 1.015, -1.064], [2.466, -1.201, 1.494], [1.187, 0.574, -1.487], [2.505, 0.505, 1.155]]
}

Entry 2:
{
  "formula": "C2H11O3S",
  "method": "the ωB97M-V functional and the def2-TZVPD basis",
  "spin_multiplicity": 1,
  "homo_energy_ha": -0.124,
  "mol_weight_g_mol": 115.2,
  "total_charge": -1,
  "homo_lumo_gap_ev": 7.09,
  "relative_energy_kcal_mol": 25.2,
  "elements": ["C", "C", "S", "H", "H", "H", "H", "H", "H", "H", "O", "H", "H", "O", "H", "H", "O"],
  "positions_angstrom": [[-0.372, -1.581, 1.509], [0.455, -1.326, 0.156], [-0.223, 0.073, -0.649], [-0.646, -0.694, 2.166], [-1.278, -2.255, 1.356], [0.330, -2.134, 2.173], [1.511, -1.402, 0.514], [0.244, -2.312, -0.427], [-0.818, 1.883, 1.025], [-0.713, 3.482, 1.330], [-1.256, 2.714, 1.359], [-0.170, -1.979, -3.708], [-0.519, -1.385, -2.324], [-0.716, -2.170, -2.921], [1.602, 1.269, 0.538], [2.978, 1.778, 0.908], [2.041, 1.960, 1.167]],
  "forces_ev_per_angstrom": [[0.384, -0.754, 0.743], [-1.459, -2.981, 1.994], [0.490, 1.218, -0.873], [0.192, -0.681, -1.420], [0.994, 1.105, 0.081], [-0.466, -0.174, -0.148], [-0.421, 0.674, -0.794], [0.640, 1.609, 0.689], [-0.039, 1.262, 0.002], [1.125, 0.204, -0.302], [-1.129, -1.572, 0.171], [-0.422, -0.159, 0.615], [-0.353, -0.529, -0.338], [0.686, 0.754, -0.298], [-0.014, 1.507, 1.192], [-0.958, 0.511, 0.561], [0.750, -1.993, -1.876]]
}

Entry 3:
{
  "formula": "C5H15NO2",
  "method": "the ωB97M-V functional and the def2-TZVPD basis",
  "spin_multiplicity": 1,
  "smiles": "CN1CCCC1.O.O",
  "homo_energy_ha": -0.294,
  "mol_weight_g_mol": 121.2,
  "total_charge": 0,
  "homo_lumo_gap_ev": 8.82,
  "relative_energy_kcal_mol": 67.5,
  "elements": ["C", "N", "C", "C", "C", "C", "H", "H", "H", "H", "H", "H", "H", "H", "H", "H", "H", "O", "H", "H", "O", "H", "H"],
  "positions_angstrom": [[0.322, -1.265, -0.817], [-1.121, -1.108, -0.485], [-1.832, 0.130, -0.833], [-2.457, 0.749, 0.458], [-2.020, -0.168, 1.611], [-1.521, -1.446, 0.962], [0.609, -0.433, -1.521], [0.466, -2.407, -1.259], [1.040, -1.193, -0.043], [-1.132, 0.978, -1.166], [-2.648, -0.124, -1.574], [-3.539, 0.760, 0.376], [-2.029, 1.809, 0.660], [-2.922, -0.505, 2.208], [-1.212, 0.322, 2.252], [-0.666, -2.063, 1.289], [-2.418, -2.102, 1.001], [3.290, -1.652, -2.210], [4.226, -1.904, -2.006], [2.719, -2.450, -1.976], [4.321, 4.378, 0.743], [4.849, 5.041, 0.980], [3.673, 4.653, 1.350]],
  "forces_ev_per_angstrom": [[-1.486, -1.470, -2.288], [0.042, 0.063, 1.729], [0.476, 1.120, -0.353], [1.089, 0.759, 0.310], [0.435, -0.058, 1.672], [0.246, -0.865, -2.426], [-0.265, -1.341, 0.181], [-0.144, 2.979, 0.594], [0.419, 0.143, 1.480], [-0.852, -1.616, -0.424], [1.019, 0.682, 0.517], [-0.090, 0.347, 0.059], [-1.083, -1.688, -0.514], [1.221, 0.940, -0.094], [-1.268, -0.591, -0.636], [-0.412, 0.674, 0.813], [0.660, -0.100, -0.623], [0.062, -1.719, 0.669], [-1.399, 0.167, -0.229], [1.330, 1.571, -0.439], [-2.193, -3.640, -1.708], [4.739, 4.085, 0.586], [-2.545, -0.444, 1.125]]
}

Entry 4:
{
  "formula": "C2H6Cl2O3SSi",
  "method": "the ωB97M-V functional and the def2-TZVPD basis",
  "spin_multiplicity": 1,
  "homo_energy_ha": -0.410,
  "mol_weight_g_mol": 209.1,
  "total_charge": 0,
  "homo_lumo_gap_ev": 11.57,
  "elements": ["C", "C", "O", "O", "O", "Si", "S", "Cl", "Cl", "H", "H", "H", "H", "H", "H"],
  "positions_angstrom": [[1.126, 0.520, 1.179], [-1.667, 1.156, -0.311], [1.687, -1.908, -0.159], [-0.562, -1.802, 0.686], [0.052, -0.647, -1.409], [0.232, 0.925, -0.357], [0.314, -1.773, -0.447], [1.297, 2.014, -1.709], [0.039, -3.280, -1.693], [2.012, -0.057, 1.171], [1.351, 1.359, 1.891], [0.403, -0.138, 1.704], [-2.064, 0.249, 0.191], [-2.015, 1.899, 0.455], [-2.205, 1.483, -1.192]],
  "forces_ev_per_angstrom": [[-1.047, 0.991, 2.148], [0.262, 1.004, 2.459], [1.523, 0.183, 0.365], [-0.709, -0.095, -0.814], [0.101, 2.152, 1.190], [-1.530, -0.658, -1.904], [0.476, -2.068, 0.385], [-0.158, 0.208, 0.211], [-0.917, -0.871, -0.473], [0.931, -0.443, -0.727], [-0.509, -0.305, -0.930], [0.333, 0.513, 0.016], [0.226, 0.057, -0.951], [0.734, -0.131, -0.495], [0.287, -0.537, -0.480]]
}

Entry 5:
{
  "formula": "C10H14IOP",
  "method": "the ωB97M-V functional and the def2-TZVPD basis",
  "spin_multiplicity": 1,
  "smiles": "CC(C)(CO)P(I)c1ccccc1",
  "homo_energy_ha": -0.330,
  "mol_weight_g_mol": 308.1,
  "total_charge": 0,
  "homo_lumo_gap_ev": 9.04,
  "relative_energy_kcal_mol": 33.5,
  "elements": ["C", "C", "C", "C", "O", "P", "I", "C", "C", "C", "C", "C", "C", "H", "H", "H", "H", "H", "H", "H", "H", "H", "H", "H", "H", "H", "H"],
  "positions_angstrom": [[1.559, 0.859, -0.672], [0.513, 1.395, 0.373], [0.774, 2.809, 0.945], [0.845, 0.469, 1.579], [2.175, 0.370, 1.994], [-1.329, 1.251, 0.055], [-1.458, 2.341, -2.152], [-1.295, -0.557, -0.448], [-1.776, -1.468, 0.446], [-1.763, -2.824, 0.198], [-1.369, -3.246, -1.032], [-0.850, -2.372, -1.915], [-0.831, -1.013, -1.644], [1.468, -0.221, -1.048], [1.376, 1.588, -1.514], [2.549, 1.117, -0.230], [0.733, 3.597, 0.157], [1.838, 2.906, 1.276], [0.172, 3.343, 1.766], [0.427, -0.483, 1.309], [0.164, 0.791, 2.512], [2.654, 1.274, 2.063], [-2.039, -1.091, 1.442], [-2.063, -3.559, 1.074], [-1.645, -4.249, -1.272], [-0.437, -2.654, -2.869], [-0.392, -0.370, -2.393]],
  "forces_ev_per_angstrom": [[-0.698, 2.191, -1.152], [0.974, -0.834, 2.051], [1.076, 2.486, -0.858], [-3.082, 1.124, 2.437], [1.492, 1.683, -0.119], [0.696, -0.992, -0.375], [-0.047, 0.066, 0.199], [-0.588, 1.919, -0.214], [-0.001, -0.023, 2.262], [-1.064, -0.729, 3.102], [-0.898, -1.742, 0.363], [0.660, 1.366, -1.589], [0.798, -0.574, -0.979], [0.069, 1.738, 1.050], [0.696, -1.076, 0.184], [-0.579, -0.644, -0.624], [-0.001, -0.603, 0.078], [-0.647, -0.225, -0.107], [0.291, -1.864, -0.930], [0.732, -0.919, 0.131], [1.276, -0.426, -1.678], [-1.663, -2.179, -0.189], [-0.237, -0.283, -0.310], [0.422, 1.518, -2.190], [0.664, -0.755, -0.400], [-0.191, -0.435, -0.176], [-0.152, 0.210, 0.034]]
}

Entry 6:
{
  "formula": "C2H2Br2O3",
  "method": "the ωB97M-V functional and the def2-TZVPD basis",
  "spin_multiplicity": 1,
  "smiles": "O=COBr.O=CBr",
  "homo_energy_ha": -0.380,
  "mol_weight_g_mol": 233.8,
  "total_charge": 0,
  "homo_lumo_gap_ev": 8.56,
  "relative_energy_kcal_mol": 11.5,
  "elements": ["O", "C", "O", "Br", "H", "O", "C", "Br", "H"],
  "positions_angstrom": [[0.264, 0.069, 0.441], [-0.552, 0.847, 0.864], [-1.817, 0.726, 0.706], [-3.060, 1.907, 1.473], [-0.256, 1.726, 1.339], [-1.427, -1.059, -1.668], [-0.613, -1.766, -1.221], [-1.041, -2.847, 0.270], [0.397, -2.101, -1.455]],
  "forces_ev_per_angstrom": [[-0.666, -0.018, 0.061], [2.769, -0.154, -0.282], [-3.694, -0.889, -0.500], [1.192, -0.567, -0.381], [0.601, 1.872, 1.246], [0.059, 0.814, -1.171], [-0.052, -0.921, 0.599], [-0.429, -0.986, 1.265], [0.221, 0.848, -0.838]]
}

What is the formula in the third record? C5H15NO2